[1]
ORCA calculation (wB97M-V/def2-TZVPD) on a cluster of 11 separate species, C45H111N15O11P2 in total in a non-equilibrium geometry.

The calculation puts the molar mass at 1100.4 u. The total energy is -4112.818448 Eh. As for the SMILES: CN(C)P(=O)(N(C)C)N(C)C.CN(C)P(=O)(N(C)C)N(C)C.CC1(C)CCCC(C)(C)N1O.CN(C)C=O.CN(C)C=O.CN(C)C=O.CN(C)C=O.CN(C)C=O.CN(C)C=O.CN(C)C=O.CN(C)C=O.

The geometry in ORCA input format:
```
! wB97M-V def2-TZVPD RIJCOSX def2/J DEFGRID3
* xyz 0 1
C -16.15 -21.32 32.21
N -16.96 -20.03 32.12
C -16.75 -19.31 30.87
P -18.21 -19.72 33.18
O -18.08 -20.35 34.52
N -18.38 -17.96 33.25
C -17.45 -17.14 34.07
C -19.45 -17.20 32.52
N -19.65 -20.23 32.32
C -19.56 -21.09 31.17
C -20.99 -20.07 32.95
H -15.27 -21.13 31.59
H -16.76 -22.18 31.94
H -15.71 -21.56 33.18
H -17.43 -18.47 30.70
H -17.00 -19.90 29.99
H -15.74 -18.90 30.83
H -16.52 -17.11 33.50
H -17.84 -16.12 34.17
H -17.27 -17.45 35.09
H -18.96 -16.27 32.21
H -19.84 -17.73 31.66
H -20.24 -17.07 33.26
H -18.59 -21.59 31.07
H -20.19 -21.96 31.37
H -19.79 -20.50 30.28
H -21.09 -20.99 33.51
H -21.75 -19.84 32.20
H -20.85 -19.27 33.67
C -12.05 -15.15 27.88
N -12.76 -13.95 28.28
C -13.83 -14.11 29.20
P -12.32 -12.47 27.55
O -11.85 -12.63 26.15
N -13.71 -11.47 27.50
C -14.92 -12.09 27.02
C -13.55 -10.06 27.10
N -11.38 -11.72 28.73
C -9.98 -11.76 28.67
C -12.00 -11.41 30.07
H -11.34 -14.97 27.07
H -12.84 -15.87 27.68
H -11.41 -15.40 28.74
H -14.47 -14.93 28.87
H -14.52 -13.27 29.16
H -13.49 -14.26 30.22
H -14.86 -13.17 27.17
H -15.75 -11.65 27.56
H -15.10 -11.97 25.95
H -14.52 -9.57 27.11
H -12.89 -9.56 27.80
H -13.23 -9.84 26.08
H -9.59 -12.61 29.22
H -9.72 -11.78 27.60
H -9.68 -10.80 29.10
H -11.26 -11.44 30.86
H -12.84 -12.09 30.22
H -12.35 -10.37 30.07
C -12.50 -13.35 33.18
C -13.64 -14.19 33.87
C -13.95 -15.38 32.90
C -13.09 -14.85 35.18
C -12.88 -13.95 36.44
C -14.21 -13.19 36.66
C -14.79 -12.53 35.39
C -16.31 -12.11 35.65
C -14.01 -11.21 35.05
N -14.82 -13.43 34.17
O -15.46 -12.86 33.06
H -11.75 -13.90 32.60
H -12.98 -12.78 32.38
H -11.89 -12.78 33.89
H -13.02 -15.91 32.68
H -14.75 -16.02 33.26
H -14.53 -14.99 32.06
H -13.78 -15.62 35.52
H -12.17 -15.40 35.03
H -12.62 -14.65 37.23
H -12.10 -13.22 36.24
H -14.02 -12.42 37.40
H -15.11 -13.72 36.98
H -16.67 -11.48 34.84
H -16.52 -11.65 36.61
H -16.96 -12.98 35.54
H -12.93 -11.34 34.91
H -14.10 -10.60 35.95
H -14.31 -10.60 34.20
H -15.98 -13.58 32.71
C -13.09 -14.31 23.11
N -14.21 -15.03 23.82
C -15.12 -15.89 23.00
C -14.60 -14.69 25.06
O -15.70 -14.97 25.52
H -12.58 -13.57 23.73
H -13.47 -13.68 22.31
H -12.39 -14.98 22.60
H -15.59 -15.37 22.16
H -14.46 -16.67 22.62
H -16.02 -16.28 23.47
H -13.86 -14.09 25.61
C -20.15 -11.05 22.93
N -19.96 -11.22 24.37
C -18.67 -10.73 24.82
C -20.90 -11.77 25.17
O -20.77 -12.11 26.34
H -21.15 -11.19 22.53
H -19.55 -11.81 22.42
H -19.84 -10.06 22.61
H -17.90 -11.19 24.20
H -18.47 -9.66 24.78
H -18.53 -11.07 25.84
H -21.84 -11.95 24.63
C -14.79 -9.27 31.52
N -15.86 -9.01 30.48
C -16.67 -10.13 29.99
C -16.02 -7.71 30.06
O -16.89 -7.44 29.25
H -13.98 -9.88 31.13
H -15.26 -9.91 32.26
H -14.42 -8.31 31.86
H -17.70 -9.91 30.29
H -16.76 -10.11 28.91
H -16.37 -11.11 30.36
H -15.27 -7.03 30.48
C -21.28 -17.14 28.48
N -21.78 -16.84 27.20
C -22.37 -15.50 26.88
C -21.97 -17.82 26.30
O -22.54 -17.71 25.27
H -21.07 -18.18 28.72
H -22.09 -16.86 29.16
H -20.45 -16.52 28.82
H -22.28 -15.23 25.82
H -23.42 -15.35 27.11
H -21.65 -14.79 27.30
H -21.46 -18.74 26.63
C -14.23 -18.15 25.57
N -14.41 -19.20 26.55
C -15.21 -18.99 27.75
C -14.11 -20.48 26.19
O -14.53 -21.47 26.70
H -13.29 -18.26 25.03
H -14.19 -17.20 26.10
H -15.08 -18.10 24.90
H -15.15 -19.85 28.40
H -14.85 -18.15 28.35
H -16.27 -18.73 27.63
H -13.49 -20.51 25.27
C -17.39 -16.09 29.39
N -17.77 -14.66 29.32
C -18.27 -14.14 28.00
C -17.70 -13.84 30.39
O -17.38 -14.16 31.55
H -16.97 -16.47 30.32
H -16.68 -16.34 28.60
H -18.33 -16.62 29.24
H -19.36 -14.04 28.05
H -17.84 -13.19 27.68
H -18.04 -14.90 27.24
H -17.98 -12.82 30.10
C -18.90 -14.99 24.30
N -19.57 -14.92 23.01
C -20.98 -15.25 22.99
C -18.90 -14.69 21.87
O -19.42 -14.57 20.74
H -17.85 -15.16 24.08
H -19.12 -15.88 24.89
H -18.84 -14.06 24.86
H -21.55 -14.49 23.52
H -21.40 -15.23 21.99
H -21.21 -16.17 23.54
H -17.83 -14.51 22.02
C -18.71 -10.87 33.17
N -19.74 -11.53 33.98
C -20.60 -10.70 34.78
C -19.98 -12.85 33.88
O -20.87 -13.45 34.45
H -19.15 -10.43 32.28
H -17.94 -11.62 32.98
H -18.30 -10.03 33.74
H -20.02 -9.85 35.12
H -21.36 -10.30 34.11
H -21.10 -11.27 35.56
H -19.23 -13.28 33.20
*
```

Löwdin population analysis, charges in e, atoms 1 to 99: number 1, C, carries -0.064; number 2, N, carries -0.303; number 3, C, carries -0.133; number 4, P, carries 0.599; number 5, O, carries -0.309; number 6, N, carries -0.290; number 7, C, carries -0.094; number 8, C, carries -0.102; number 9, N, carries -0.329; number 10, C, carries -0.128; number 11, C, carries -0.089; number 12, H, carries 0.076; number 13, H, carries 0.069; number 14, H, carries 0.076; number 15, H, carries 0.047; number 16, H, carries 0.076; number 17, H, carries 0.085; number 18, H, carries 0.050; number 19, H, carries 0.074; number 20, H, carries 0.079; number 21, H, carries 0.055; number 22, H, carries 0.058; number 23, H, carries 0.077; number 24, H, carries 0.056; number 25, H, carries 0.085; number 26, H, carries 0.073; number 27, H, carries 0.083; number 28, H, carries 0.082; number 29, H, carries 0.065; number 30, C, carries -0.086; number 31, N, carries -0.310; number 32, C, carries -0.133; number 33, P, carries 0.594; number 34, O, carries -0.290; number 35, N, carries -0.281; number 36, C, carries -0.144; number 37, C, carries -0.094; number 38, N, carries -0.325; number 39, C, carries -0.137; number 40, C, carries -0.065; number 41, H, carries 0.080; number 42, H, carries 0.068; number 43, H, carries 0.084; number 44, H, carries 0.080; number 45, H, carries 0.067; number 46, H, carries 0.069; number 47, H, carries 0.039; number 48, H, carries 0.063; number 49, H, carries 0.089; number 50, H, carries 0.076; number 51, H, carries 0.071; number 52, H, carries 0.079; number 53, H, carries 0.085; number 54, H, carries 0.081; number 55, H, carries 0.088; number 56, H, carries 0.088; number 57, H, carries 0.046; number 58, H, carries 0.056; number 59, C, carries -0.031; number 60, C, carries -0.477; number 61, C, carries -0.024; number 62, C, carries -0.134; number 63, C, carries -0.147; number 64, C, carries -0.132; number 65, C, carries -0.427; number 66, C, carries -0.020; number 67, C, carries -0.029; number 68, N, carries -0.107; number 69, O, carries -0.033; number 70, H, carries 0.073; number 71, H, carries 0.051; number 72, H, carries 0.064; number 73, H, carries 0.091; number 74, H, carries 0.056; number 75, H, carries 0.052; number 76, H, carries 0.114; number 77, H, carries 0.115; number 78, H, carries 0.109; number 79, H, carries 0.099; number 80, H, carries 0.114; number 81, H, carries 0.116; number 82, H, carries 0.042; number 83, H, carries 0.084; number 84, H, carries 0.079; number 85, H, carries 0.056; number 86, H, carries 0.078; number 87, H, carries 0.057; number 88, H, carries 0.038; number 89, C, carries -0.018; number 90, N, carries -0.133; number 91, C, carries -0.039; number 92, C, carries -0.357; number 93, O, carries -0.034; number 94, H, carries 0.074; number 95, H, carries 0.081; number 96, H, carries 0.083; number 97, H, carries 0.074; number 98, H, carries 0.089; number 99, H, carries 0.066



[2]
ORCA calculation (wB97M-V/def2-TZVPD) on a cluster of 8 separate species, C45H112N8O in total in a non-equilibrium geometry.

The calculation puts the molar mass at 781.4 u. The total energy is -2294.874996 Eh. As for the SMILES: CCN(CC)CC.CCN(CC)CC.CCN(CC)CC.CCN(CC)CC.CCN(CC)CC.CCN(CC)CC.CCN(CC)CC.CNC(C)=O.

The geometry in ORCA input format:
```
! wB97M-V def2-TZVPD RIJCOSX def2/J DEFGRID3
* xyz 0 1
C -13.74 -18.47 2.22
C -14.02 -17.05 2.75
N -13.53 -16.79 4.07
C -14.16 -15.52 4.58
C -15.71 -15.61 4.65
C -12.07 -16.71 4.08
C -11.38 -16.44 5.42
H -12.68 -18.67 2.13
H -14.17 -18.60 1.23
H -14.19 -19.20 2.89
H -13.47 -16.37 2.10
H -15.09 -16.91 2.63
H -13.82 -15.43 5.62
H -13.75 -14.66 4.05
H -16.09 -16.44 5.24
H -16.06 -14.69 5.13
H -16.18 -15.53 3.67
H -11.79 -15.89 3.41
H -11.53 -17.54 3.64
H -11.65 -15.46 5.82
H -10.30 -16.45 5.30
H -11.57 -17.22 6.16
C -13.00 -22.64 2.54
C -12.39 -23.81 3.23
N -11.21 -23.54 3.96
C -10.09 -23.27 3.06
C -8.81 -22.81 3.82
C -10.99 -24.57 4.99
C -10.60 -25.97 4.42
H -13.13 -21.91 3.34
H -13.96 -22.92 2.11
H -12.34 -22.23 1.78
H -13.17 -24.14 3.92
H -12.12 -24.63 2.57
H -9.88 -24.17 2.47
H -10.34 -22.46 2.38
H -7.96 -22.74 3.14
H -8.90 -21.80 4.20
H -8.46 -23.50 4.59
H -11.90 -24.68 5.59
H -10.24 -24.15 5.66
H -9.58 -25.94 4.04
H -11.22 -26.33 3.60
H -10.70 -26.69 5.23
C -4.54 -21.67 6.58
C -5.75 -20.80 6.85
N -6.62 -21.44 7.81
C -7.39 -20.48 8.62
C -8.47 -19.90 7.76
C -7.31 -22.63 7.34
C -7.90 -23.44 8.55
H -4.03 -21.97 7.49
H -3.87 -21.13 5.92
H -4.95 -22.56 6.09
H -5.35 -19.87 7.27
H -6.29 -20.45 5.97
H -7.84 -20.98 9.48
H -6.75 -19.66 8.96
H -9.04 -19.22 8.39
H -8.07 -19.33 6.92
H -9.11 -20.70 7.38
H -6.60 -23.35 6.93
H -8.06 -22.39 6.59
H -8.70 -22.99 9.13
H -7.08 -23.54 9.27
H -8.38 -24.38 8.26
C -10.67 -25.14 12.55
C -11.84 -25.99 12.08
N -12.16 -25.48 10.74
C -13.61 -25.71 10.54
C -14.05 -27.19 10.54
C -11.30 -26.11 9.70
C -11.61 -25.75 8.25
H -9.81 -25.02 11.89
H -10.28 -25.39 13.53
H -11.12 -24.14 12.65
H -11.56 -27.04 12.03
H -12.67 -25.81 12.76
H -13.87 -25.18 9.62
H -14.17 -25.25 11.35
H -13.71 -27.68 11.45
H -13.69 -27.80 9.72
H -15.14 -27.21 10.48
H -10.29 -25.73 9.87
H -11.26 -27.19 9.82
H -11.06 -26.37 7.55
H -12.66 -25.92 8.01
H -11.31 -24.71 8.14
C -11.31 -19.34 13.77
C -12.10 -19.35 12.43
N -12.66 -20.66 12.13
C -11.63 -21.63 11.82
C -10.66 -21.27 10.66
C -13.71 -20.58 11.10
C -14.48 -21.88 10.81
H -11.90 -19.74 14.60
H -11.18 -18.30 14.07
H -10.39 -19.91 13.80
H -12.86 -18.57 12.39
H -11.43 -19.02 11.64
H -10.93 -21.70 12.65
H -12.07 -22.62 11.72
H -10.02 -20.40 10.83
H -9.92 -22.07 10.57
H -11.08 -21.05 9.68
H -13.26 -20.26 10.15
H -14.48 -19.83 11.24
H -13.82 -22.70 10.53
H -15.13 -21.73 9.94
H -15.03 -22.17 11.70
C -16.53 -24.54 8.09
C -16.61 -23.18 7.37
N -17.42 -23.21 6.15
C -17.52 -21.82 5.70
C -18.53 -20.97 6.63
C -16.97 -24.18 5.11
C -15.55 -23.87 4.54
H -17.48 -25.05 8.25
H -16.08 -24.45 9.07
H -15.91 -25.17 7.45
H -16.97 -22.42 8.06
H -15.58 -22.94 7.14
H -16.59 -21.26 5.62
H -17.95 -21.81 4.70
H -19.47 -21.52 6.74
H -18.09 -20.83 7.62
H -18.64 -19.96 6.26
H -17.72 -24.31 4.33
H -16.98 -25.14 5.61
H -15.53 -23.02 3.86
H -15.17 -24.70 3.95
H -14.80 -23.68 5.31
C -7.42 -18.92 3.71
C -6.85 -18.53 2.34
N -7.88 -18.76 1.27
C -7.60 -18.06 0.04
C -6.40 -18.66 -0.72
C -8.31 -20.17 1.10
C -9.65 -20.38 0.45
H -7.61 -20.00 3.75
H -8.36 -18.39 3.83
H -6.80 -18.80 4.60
H -6.55 -17.49 2.44
H -5.88 -18.99 2.17
H -8.46 -18.10 -0.64
H -7.56 -17.02 0.36
H -6.72 -19.59 -1.18
H -6.18 -17.93 -1.51
H -5.47 -18.77 -0.17
H -8.38 -20.70 2.05
H -7.54 -20.71 0.55
H -10.44 -19.98 1.09
H -9.80 -21.41 0.15
H -9.75 -19.78 -0.46
C -11.04 -19.96 5.22
N -12.43 -19.91 5.60
C -12.98 -20.63 6.57
C -12.30 -21.88 7.12
O -14.03 -20.29 7.06
H -10.48 -19.50 6.03
H -10.89 -19.44 4.27
H -10.72 -20.99 5.13
H -12.95 -19.12 5.25
H -12.73 -22.13 8.09
H -11.24 -21.77 7.36
H -12.55 -22.73 6.49
*
```

Löwdin population analysis, charges in e, atoms 1 to 99: number 1, C, carries -0.077; number 2, C, carries -0.287; number 3, N, carries -0.185; number 4, C, carries -0.211; number 5, C, carries -0.084; number 6, C, carries -0.268; number 7, C, carries -0.082; number 8, H, carries 0.048; number 9, H, carries 0.074; number 10, H, carries 0.069; number 11, H, carries 0.112; number 12, H, carries 0.104; number 13, H, carries 0.099; number 14, H, carries 0.115; number 15, H, carries 0.081; number 16, H, carries 0.066; number 17, H, carries 0.057; number 18, H, carries 0.110; number 19, H, carries 0.083; number 20, H, carries 0.065; number 21, H, carries 0.071; number 22, H, carries 0.065; number 23, C, carries -0.074; number 24, C, carries -0.314; number 25, N, carries -0.194; number 26, C, carries -0.217; number 27, C, carries -0.077; number 28, C, carries -0.235; number 29, C, carries -0.060; number 30, H, carries 0.074; number 31, H, carries 0.076; number 32, H, carries 0.062; number 33, H, carries 0.079; number 34, H, carries 0.113; number 35, H, carries 0.112; number 36, H, carries 0.086; number 37, H, carries 0.071; number 38, H, carries 0.041; number 39, H, carries 0.056; number 40, H, carries 0.085; number 41, H, carries 0.095; number 42, H, carries 0.066; number 43, H, carries 0.066; number 44, H, carries 0.056; number 45, C, carries -0.082; number 46, C, carries -0.276; number 47, N, carries -0.197; number 48, C, carries -0.228; number 49, C, carries -0.096; number 50, C, carries -0.223; number 51, C, carries -0.066; number 52, H, carries 0.083; number 53, H, carries 0.073; number 54, H, carries 0.057; number 55, H, carries 0.115; number 56, H, carries 0.086; number 57, H, carries 0.093; number 58, H, carries 0.116; number 59, H, carries 0.080; number 60, H, carries 0.067; number 61, H, carries 0.047; number 62, H, carries 0.102; number 63, H, carries 0.082; number 64, H, carries 0.029; number 65, H, carries 0.082; number 66, H, carries 0.061; number 67, C, carries -0.085; number 68, C, carries -0.265; number 69, N, carries -0.169; number 70, C, carries -0.258; number 71, C, carries -0.077; number 72, C, carries -0.244; number 73, C, carries -0.081; number 74, H, carries 0.067; number 75, H, carries 0.072; number 76, H, carries 0.045; number 77, H, carries 0.106; number 78, H, carries 0.120; number 79, H, carries 0.079; number 80, H, carries 0.106; number 81, H, carries 0.064; number 82, H, carries 0.066; number 83, H, carries 0.071; number 84, H, carries 0.097; number 85, H, carries 0.108; number 86, H, carries 0.066; number 87, H, carries 0.067; number 88, H, carries 0.065; number 89, C, carries -0.078; number 90, C, carries -0.258; number 91, N, carries -0.179; number 92, C, carries -0.230; number 93, C, carries -0.067; number 94, C, carries -0.246; number 95, C, carries -0.076; number 96, H, carries 0.068; number 97, H, carries 0.063; number 98, H, carries 0.059; number 99, H, carries 0.112



Let's list gap between HOMO and LUMO in order: 8.3; 8.7 eV.
Let's list LUMO in order: 0.006; 0.025 hartree.
Let's list HOMO level in order: -8.136; -7.994 eV.